Formula: C7H10INRh
Source: the OMol25 dataset
Level of theory: ωB97M-V/def2-TZVPD

The geometry in XYZ format:
```
20
Properties=species:S:1:pos:R:3:forces:R:3:lowdin_spin:R:1
C 1.684431 0.486546 -0.629526 0.159 -1.027 -0.204 0.011
C 1.127061 -0.871338 -0.467578 1.247 0.596 0.580 0.039
C 0.780982 -1.046699 0.942346 1.263 0.414 -0.953 0.124
C 1.256656 0.142117 1.647311 0.451 -0.307 -0.904 0.129
C 1.757044 1.092395 0.700149 0.176 -1.148 -0.254 0.101
Rh -0.517574 0.459145 -0.306909 2.986 1.517 3.500 0.971
N -0.155199 3.119850 1.819359 -2.053 -0.679 -1.078 1.879
C -1.723932 -0.251070 -1.525013 -2.209 -0.390 -3.517 0.040
C -1.505845 -1.663478 -1.348569 0.903 0.750 -2.184 0.490
H 0.273345 -1.952654 1.353360 0.645 1.164 -0.317 0.005
H 1.001618 -1.622773 -1.252792 0.381 0.509 0.509 0.002
H 1.279985 0.246262 2.744935 -0.353 0.163 -0.861 0.005
H 2.261275 2.048181 0.925176 -0.642 -0.681 -0.094 0.006
H 2.083187 0.876424 -1.590143 -0.171 -0.231 1.040 0.001
H -0.740500 -2.256546 -1.854468 -0.187 0.647 -0.312 0.031
H -2.729275 0.120511 -1.285088 0.007 -0.337 0.070 0.008
H -1.056989 2.689045 1.301538 2.145 0.985 1.175 0.047
H -1.810841 -2.189497 -0.512287 -1.326 -0.527 1.638 0.035
H -1.327862 0.383452 -2.421479 -0.766 -1.701 0.582 0.010
I -1.937566 0.190125 1.759677 -2.658 0.283 1.583 0.066
```
Forces are in eV/Å.

Summary:
- Spin multiplicity: 5
- Frontier orbital gap (alpha / beta): 6.0 / 6.3 eV
- Relative energy (zero: lowest compared OMol25 entry of this formula, charge and spin): 0.7 kcal/mol
- Total energy: -735.4999 hartree
- Highest occupied orbital energy (alpha / beta): -2.73 / -3.26 eV
- Charge: -1

---

Formula: C8H18N2P
Source: the OMol25 dataset
Level of theory: ωB97M-V/def2-TZVPD

The geometry in XYZ format:
```
29
Properties=species:S:1:pos:R:3:forces:R:3:lowdin_charge:R:1
C -0.076861 -0.327376 -1.460488 0.405 -0.736 -3.724 -0.249
C 0.042460 -0.756451 0.800152 0.186 -0.707 0.547 -0.049
C -1.037042 0.606658 -0.830352 -0.250 0.254 -0.109 -0.308
C -0.952341 2.024341 -1.360833 -0.086 -0.045 0.094 -0.042
C 2.957345 -1.307344 -0.642530 -0.279 0.029 0.000 -0.054
C -1.301532 0.886959 3.022572 -0.080 -0.069 -0.155 -0.046
C 1.597978 -1.988791 -0.767148 0.724 -0.462 -0.153 -0.191
C -1.784501 0.759499 1.588438 -0.532 0.128 0.688 -0.168
N 0.523584 -1.054146 -0.537958 -1.052 1.407 -0.480 -0.105
N -0.658939 0.543047 0.654352 0.316 0.108 -0.366 -0.048
P -0.094888 -0.304584 -3.826322 -0.240 0.348 3.597 0.618
H -0.684674 -1.516247 1.126118 0.155 0.228 -0.010 0.165
H 0.861636 -0.702875 1.523022 -0.167 0.092 -0.079 0.156
H -2.061325 0.227617 -0.929308 0.157 -0.089 0.102 0.167
H 0.040225 2.439466 -1.205987 0.171 0.039 -0.024 0.097
H -1.694394 2.675318 -0.907603 -0.108 0.055 0.099 0.088
H -1.129541 1.996443 -2.431542 -0.004 -0.001 -0.081 0.057
H 3.105038 -0.893950 0.353110 0.064 0.041 0.112 0.072
H 3.746230 -2.025547 -0.828293 0.138 -0.127 -0.011 0.086
H 3.039464 -0.507647 -1.374234 0.015 0.068 -0.066 0.081
H -0.890035 -0.046541 3.395057 0.067 -0.097 0.074 0.083
H -0.550817 1.667583 3.108871 0.123 0.131 0.068 0.091
H -2.136980 1.161787 3.661994 -0.028 -0.012 0.004 0.097
H 1.471025 -2.383399 -1.775824 -0.123 -0.023 0.120 0.113
H 1.508605 -2.809567 -0.050954 -0.084 0.013 -0.084 0.132
H -2.294384 1.675202 1.285231 0.080 -0.084 -0.148 0.138
H -2.480085 -0.075539 1.478740 0.098 0.062 -0.137 0.143
H 0.018978 1.300075 0.798691 -0.038 -0.138 0.015 0.191
H 0.915774 -1.263989 -3.866972 0.372 -0.412 0.108 -0.314
```
Forces are in eV/Å.

Summary:
- Frontier orbital gap (alpha / beta): 6.9 / 6.9 eV
- Relative energy (zero: lowest compared OMol25 entry of this formula, charge and spin): 10.3 kcal/mol
- Total energy: -766.1275 hartree
- Highest occupied orbital energy (alpha / beta): -10.05 / -10.05 eV
- Charge: +1

---

Formula: C9H12Cl2Si
Source: the OMol25 dataset
Level of theory: ωB97M-V/def2-TZVPD

The geometry in XYZ format:
```
24
Properties=species:S:1:pos:R:3:forces:R:3:lowdin_charge:R:1
C 0.966007 -2.422170 0.660726 0.176 -1.810 0.327 -0.076
C -0.349859 -2.783406 0.728968 -3.195 0.223 0.347 -0.065
C 1.261895 -1.116808 0.300194 1.803 -1.422 1.061 -0.045
C -1.416327 -1.850179 0.407346 2.481 -1.820 0.049 -0.103
C 0.258558 -0.252339 0.115349 -1.417 0.167 -1.771 -0.282
C -1.107031 -0.614765 -0.021801 0.361 1.465 1.155 -0.283
C 1.256027 1.320669 -1.504072 -1.156 -0.849 -2.354 -0.058
C 1.346915 1.731578 0.999671 -4.115 0.293 1.522 -0.041
C 0.631989 1.100250 -0.174988 -0.511 3.106 0.211 -0.486
Si -2.491053 0.590348 -0.499725 0.769 -0.300 -0.493 -0.061
Cl -2.839875 2.120312 0.913464 0.108 -0.840 -0.864 0.249
Cl -4.238138 -0.460633 -0.907021 0.375 0.301 0.443 0.275
H 1.715226 -3.207313 0.924849 -0.445 1.019 -0.347 0.123
H -0.771615 -3.728691 1.107763 0.988 0.179 -0.285 0.107
H 2.313800 -0.789675 0.311604 -0.635 -0.027 -0.108 0.137
H -2.431030 -2.079977 0.427647 -1.481 -1.151 0.264 0.046
H 2.190648 0.808677 -1.726010 0.367 0.328 0.472 0.083
H 1.245534 2.382767 -1.742721 0.537 0.012 -0.069 0.086
H 0.558564 0.837229 -2.259475 0.618 0.623 0.583 0.100
H 2.297153 1.443893 1.231400 2.554 -1.354 0.456 0.041
H 0.614228 1.474162 1.870303 1.661 0.634 -0.939 0.131
H 1.372808 2.797474 0.930015 -0.111 0.842 -0.208 0.072
H -0.322046 1.687717 -0.223763 0.639 -0.209 0.010 0.069
H -2.062388 1.010874 -1.869729 -0.372 0.589 0.537 -0.019
```
Forces are in eV/Å.

Summary:
- Frontier orbital gap: 9.8 eV
- Relative energy (zero: lowest compared OMol25 entry of this formula, charge and spin): 38.6 kcal/mol
- Total energy: -1560.0878 hartree
- SMILES: CC(C)c1ccccc1[SiH](Cl)Cl
- Highest occupied orbital energy: -9.22 eV

---

Formula: C32H30CaCl4N10O2S4
Source: the OMol25 dataset
Level of theory: ωB97M-V/def2-TZVPD

The geometry in XYZ format:
```
83
Properties=species:S:1:pos:R:3:forces:R:3:lowdin_charge:R:1
Ca 0.590123 -1.643901 -0.811406 -0.143 -0.129 0.020 1.021
N 1.391485 2.783573 0.455564 -0.037 0.041 -0.050 0.141
C 1.421981 1.465836 0.213233 -0.021 -0.019 -0.036 -0.176
N 0.756779 0.865077 -0.719935 0.010 0.012 0.031 0.044
C -0.052557 1.620246 -1.562805 0.026 0.025 0.041 -0.303
N -0.773872 1.098237 -2.493154 -0.063 -0.043 -0.057 0.085
N -0.664724 -0.278701 -2.539051 -0.001 0.020 -0.005 -0.071
C -1.493232 -0.850953 -3.314213 0.032 0.035 0.025 -0.104
C -1.467646 -2.316537 -3.425293 -0.007 -0.017 -0.010 -0.263
C -2.333391 -2.984099 -4.278094 0.002 0.017 -0.001 -0.011
C -2.246984 -4.365951 -4.361815 -0.012 -0.001 -0.016 -0.052
C -1.299417 -5.025303 -3.600681 0.000 -0.025 -0.002 -0.043
C -0.476251 -4.278062 -2.766491 -0.003 0.038 -0.005 -0.131
N -0.563827 -2.956381 -2.673744 0.062 -0.088 0.049 0.035
C -0.110484 3.074816 -1.368716 -0.017 0.001 -0.018 -0.097
C -0.894061 3.907293 -2.169905 0.015 -0.001 -0.011 -0.019
C -0.941145 5.264917 -1.928167 -0.012 -0.003 -0.007 -0.078
C -0.207215 5.812850 -0.874876 0.000 0.005 -0.003 -0.074
C 0.572947 5.007074 -0.071190 0.011 0.005 -0.004 -0.015
C 0.619958 3.638202 -0.325689 0.039 -0.033 0.050 -0.181
H 1.996315 3.145207 1.176030 0.014 0.000 0.019 0.118
H 2.038374 0.881300 0.881909 0.011 -0.014 0.017 0.054
H -2.220430 -0.278930 -3.885957 -0.004 0.019 -0.001 0.126
H -3.056291 -2.427587 -4.859652 0.004 -0.003 0.002 0.115
H -2.908443 -4.916973 -5.017445 -0.002 0.003 0.000 0.110
H -1.190033 -6.100008 -3.643352 -0.001 0.007 0.000 0.109
H 0.288582 -4.743090 -2.153445 0.002 0.002 0.003 0.078
H -1.458729 3.455284 -2.973455 -0.002 0.003 0.004 0.115
H -1.548169 5.905713 -2.553614 0.008 -0.003 0.003 0.106
H -0.243852 6.877818 -0.686315 -0.004 -0.004 -0.001 0.108
H 1.151315 5.425697 0.743731 -0.007 -0.005 -0.001 0.116
Cl 2.588791 -1.160144 -2.905785 -0.039 -0.012 0.031 0.654
C 4.012762 -2.131383 -2.571677 -0.008 0.008 0.016 -0.673
C 5.150114 -1.784630 -3.278394 0.006 0.008 -0.012 -0.137
C 6.319250 -2.493289 -3.071149 0.018 0.025 -0.029 -0.099
C 6.321558 -3.535795 -2.159452 -0.009 -0.030 0.027 -0.129
C 5.168719 -3.858657 -1.466907 0.006 0.004 -0.003 -0.695
Cl 5.268582 -5.174453 -0.339283 0.000 0.004 -0.003 0.643
C 3.946477 -3.171682 -1.631099 0.005 0.001 0.022 -0.791
S 2.537109 -3.608075 -0.711830 -0.103 0.045 -0.009 0.444
H 5.110067 -0.962974 -3.980186 0.000 -0.003 0.002 0.098
H 7.219420 -2.236054 -3.612497 -0.007 0.001 0.001 0.101
H 7.219824 -4.108425 -1.973789 -0.007 0.000 0.002 0.099
Cl 4.304179 -0.581672 0.485878 0.059 0.035 0.006 0.616
C 4.675831 0.256098 1.990782 -0.014 -0.036 -0.013 -0.958
Cl 4.527272 2.032102 1.835724 0.010 0.014 0.004 0.522
H 5.703087 0.045936 2.258086 0.017 0.008 0.001 0.028
H 3.964729 -0.061960 2.741835 -0.005 -0.003 0.006 -0.003
N -3.565442 3.239345 4.468662 0.007 0.003 -0.007 0.099
C -2.574287 2.292015 4.227263 0.014 0.021 -0.007 -0.336
C -2.891244 0.931183 4.180193 -0.013 -0.001 -0.023 -0.019
C -1.925242 -0.002815 3.867109 0.017 -0.004 0.000 -0.053
C -0.621954 0.401520 3.590612 -0.008 -0.024 -0.001 -0.297
C -0.292177 1.745353 3.655143 0.014 0.002 -0.032 -0.075
C -1.261832 2.688829 3.963536 -0.018 0.001 0.020 -0.045
S 0.597212 -0.801376 3.119704 0.081 -0.006 0.006 0.562
O 0.632648 -1.783021 4.172691 -0.013 -0.025 -0.015 -0.335
O 1.794532 -0.027703 2.861242 -0.031 0.007 -0.012 -0.359
N 0.104899 -1.415176 1.732613 -0.078 0.037 0.084 -0.212
C -0.629628 -2.571804 1.694561 0.039 -0.063 0.025 -0.731
S -1.143336 -3.592270 3.012533 -0.046 0.039 0.027 1.060
C -1.950463 -4.618159 1.881350 0.058 -0.024 0.011 -0.396
C -1.740229 -4.179612 0.625643 -0.057 0.054 -0.014 -0.253
N -1.001279 -3.027391 0.518883 0.185 0.089 -0.095 -0.080
H -4.386342 2.889806 4.936398 -0.005 0.001 0.002 0.091
H -3.244072 4.108676 4.863378 0.002 0.004 0.002 0.091
H -3.908024 0.610902 4.375104 0.009 0.001 0.006 0.118
H -2.189791 -1.051523 3.819515 0.007 -0.010 0.016 0.095
H 0.728892 2.044840 3.457545 -0.013 -0.001 0.013 0.105
H -1.001609 3.740361 4.008852 0.005 0.005 0.006 0.112
H -2.494850 -5.488395 2.207168 0.011 0.001 -0.022 0.060
H -2.113210 -4.648573 -0.273302 0.003 0.007 -0.001 0.100
C -3.422319 3.541586 0.485037 0.002 -0.017 -0.033 -0.063
N -3.763282 2.238146 -0.050188 0.016 0.032 0.005 -0.044
C -3.052070 1.116338 0.156602 0.074 -0.020 0.103 -0.937
N -1.924567 1.259291 0.894129 -0.040 -0.113 -0.015 0.125
S -3.510722 -0.371361 -0.464284 -0.026 0.045 -0.045 0.574
H -4.114777 4.275261 0.079490 0.004 -0.005 -0.006 0.091
H -2.411262 3.831541 0.188070 -0.016 0.007 0.014 0.064
H -3.500345 3.570919 1.575769 -0.010 -0.024 0.039 0.072
H -4.602267 2.116290 -0.588363 -0.008 0.002 -0.012 0.111
H -1.845863 2.020367 1.555531 0.005 -0.042 -0.046 0.069
H -1.490572 0.389007 1.179540 0.001 0.105 -0.083 0.052
```
Forces are in eV/Å.

Summary:
- Frontier orbital gap: 6.2 eV
- Relative energy (zero: lowest compared OMol25 entry of this formula, charge and spin): 8.5 kcal/mol
- Total energy: -6046.8260 hartree
- Highest occupied orbital energy: -6.87 eV

---

Formula: C5H7NO
Source: the OMol25 dataset
Level of theory: ωB97M-V/def2-TZVPD

The geometry in XYZ format:
```
14
Properties=species:S:1:pos:R:3:forces:R:3:lowdin_charge:R:1
O -3.344345 -0.615111 0.648952 0.200 0.251 0.335 -0.035
C -2.699372 0.099610 1.376866 -0.220 -0.165 -0.078 -0.225
N -0.624339 0.656545 0.074140 0.331 -0.290 -0.096 0.108
C -0.194598 -0.521468 -0.087078 -0.165 0.252 0.025 -0.225
C 1.225141 -0.928905 -0.425076 0.042 0.025 -0.012 -0.180
C 2.156701 0.194943 -0.333138 0.340 0.423 -0.002 -0.157
C 2.851810 1.173203 -0.234946 -0.256 -0.431 -0.060 0.119
H -2.840916 1.192655 1.437796 -0.146 -0.136 -0.051 0.077
H 0.121353 1.346019 -0.051150 0.018 -0.044 0.030 0.058
H -0.912105 -1.342321 0.029209 0.129 0.091 -0.077 0.109
H -1.928980 -0.306431 2.062070 -0.182 0.021 -0.023 0.075
H 1.530279 -1.741793 0.245516 -0.026 0.128 -0.086 0.121
H 1.227481 -1.349050 -1.438823 0.037 0.027 0.111 0.124
H 3.488783 2.026698 -0.153737 -0.101 -0.153 -0.015 0.032
```
Forces are in eV/Å.

Summary:
- Frontier orbital gap: 10.4 eV
- Relative energy (zero: lowest compared OMol25 entry of this formula, charge and spin): 79.6 kcal/mol
- Total energy: -324.5977 hartree
- SMILES: [H]/N=C\CC#C.C=O
- Highest occupied orbital energy: -9.56 eV

---

Question: Which value of total energy does entry 5 give?
Answer: -324.5977 hartree

---

Question: Among the records above, which one has the lowest total energy?
Answer: C32H30CaCl4N10O2S4